Density functional theory data (ωB97M-V/def2-TZVPD) for C4H4N2 in the gas phase.

Properties
ΔE to the lowest compared entry with this formula, charge and spin = 53.85 kcal/mol
Strongest force on any atom = 0.0242 hartree/bohr
Gap between HOMO and LUMO = 11.1 eV
Highest occupied orbital energy = -10.443 eV
Energy = -264.2406 Eh

```
! wB97M-V def2-TZVPD RIJCOSX def2/J DEFGRID3
* xyz 0 1
C 2.211 -0.199 0.026
C 1.027 -0.047 0.163
C -0.433 0.114 0.341
N -1.260 -0.835 -0.393
C -0.832 1.496 -0.018
N -1.152 2.575 -0.287
H 3.267 -0.330 -0.081
H -0.656 0.000 1.410
H -0.830 -1.064 -1.283
H -1.358 -1.696 0.130
*
```